Entry 1:
Here is the molecule C5H13NOS at a distorted geometry from OMol25. Energies are from ωB97M-V/def2-TZVPD.

Geometry as XYZ:
```
21
Properties=species:S:1:pos:R:3:forces:R:3
S -1.7880 -2.2685 1.6638 0.327 -0.487 0.071
O -0.8804 2.8712 0.2189 0.813 -1.283 1.339
N 0.8201 1.2001 0.1053 0.335 -0.385 0.293
C -0.7772 -0.6961 -0.3418 -1.565 0.672 1.838
C 0.1921 0.3545 -0.9968 -0.171 -0.152 1.230
C 1.3823 -0.3347 -1.7691 -0.961 1.813 -2.919
C -0.2438 -1.5942 0.9491 0.437 2.121 -0.834
C -0.0086 2.0139 1.0598 0.764 2.051 -0.952
H -1.3067 2.2768 -0.4092 -0.100 0.086 0.090
H -1.3409 -1.1383 -1.1615 0.737 -1.522 -0.066
H 1.5279 0.5917 0.6040 -1.252 1.114 -0.736
H 2.0213 0.2739 -2.5131 -1.461 0.181 1.279
H 1.0587 -1.1034 -2.4678 -0.613 -0.307 0.289
H -1.3862 -3.4724 2.1584 0.119 0.583 -0.244
H -1.7860 -0.2474 0.0944 2.238 0.285 -0.407
H 2.1615 -0.7509 -1.2395 1.235 -1.066 2.153
H 0.7170 2.8416 1.5566 -1.608 -2.286 -0.905
H -0.6142 1.4794 1.8791 0.746 0.474 -1.326
H 0.4859 -2.3588 0.6153 -0.551 0.350 0.389
H -0.5054 0.9154 -1.7542 1.701 -0.468 1.426
H 0.2706 -0.8538 1.7483 -1.172 -1.772 -2.010
```
Forces are in eV/Å.

## Properties
Lowest unoccupied orbital energy (eV): 0.76
Charge: 0
HOMO-LUMO gap (hartree): 0.3515
ΔE to the lowest compared entry with this formula, charge and spin (eV): 3.083
HOMO level (Ha): -0.3235
Strongest force on any atom (eV/Å): 3.57

---

Entry 2:
Here is a cluster of 2 separate species, C5H14N in total from OMol25. Energies are from ωB97M-V/def2-TZVPD.

Geometry as XYZ:
```
20
Properties=species:S:1:pos:R:3:forces:R:3
N -1.0569 0.1331 1.4668 -0.071 -0.055 0.234
C 1.0248 0.9249 -0.6363 0.010 0.058 -0.095
C 0.1945 2.1567 -0.8312 -0.064 0.097 0.060
C -1.7377 -1.1966 1.3590 0.014 0.085 -0.268
C 1.6569 -1.4598 -1.0399 -0.012 0.015 -0.021
C 0.7854 -0.2550 -1.2069 0.035 -0.119 -0.007
H 2.5470 -1.2171 -0.4655 0.085 -0.009 0.054
H -2.0449 -1.3437 0.3264 0.017 0.032 0.037
H -0.7130 0.2802 2.4161 0.034 0.064 -0.020
H -1.6835 0.9068 1.2429 -0.043 -0.042 -0.005
H -0.2533 0.1941 0.8039 0.022 -0.049 -0.135
H -0.7588 1.9405 -1.3171 0.023 -0.028 -0.019
H 1.9724 -1.8587 -2.0059 -0.058 0.035 0.029
H 0.0056 2.6722 0.1147 -0.042 -0.001 0.037
H -2.6033 -1.2077 2.0092 -0.041 -0.025 0.089
H 0.7147 2.8869 -1.4485 0.084 0.020 -0.072
H -1.0259 -1.9635 1.6407 0.010 -0.056 0.066
H 1.1242 -2.2605 -0.5240 -0.011 -0.103 -0.046
H -0.0705 -0.3538 -1.8730 -0.051 0.007 0.048
H 1.9224 1.0212 -0.0315 0.059 0.071 0.034
```
Forces are in eV/Å.

## Properties
Lowest unoccupied orbital energy (eV): -3.45
Charge: +1
HOMO-LUMO gap (hartree): 0.3680
ΔE to the lowest compared entry with this formula, charge and spin (eV): 0.656
HOMO level (Ha): -0.4948
Strongest force on any atom (eV/Å): 0.28

---

Entry 3:
Here is a structure of composition C5H9N3 at a distorted geometry from OMol25. Energies are from ωB97M-V/def2-TZVPD.

Geometry as XYZ:
```
17
Properties=species:S:1:pos:R:3:forces:R:3
N 1.1556 -0.3887 -0.4970 3.484 -1.591 4.080
N -0.6248 -1.2132 1.3299 1.981 0.072 3.275
N -1.2669 -1.1842 0.1696 -2.473 -3.504 0.541
C 0.5032 1.4382 -0.9255 0.407 6.822 -0.705
C 0.1494 0.1569 1.7535 -0.096 1.693 2.118
C 0.4534 0.1215 -1.5738 -3.313 -4.294 0.463
C -0.9914 -0.7147 -0.9532 -0.771 2.896 -4.917
C 0.4146 0.6778 0.3853 3.283 -3.266 -0.730
H 0.9939 0.0000 2.4548 -0.309 -0.748 -0.727
H 0.6464 -0.4260 -2.5234 0.049 1.631 -0.013
H -0.8070 -2.0676 2.0536 -0.019 3.444 -2.544
H 1.0205 -1.4101 -0.2297 0.126 1.855 -0.505
H -0.5496 0.3793 0.1470 -1.641 1.174 -0.306
H -0.4146 2.1214 -0.9680 1.300 -0.660 -0.660
H -1.7509 -0.6400 -1.7843 0.123 -1.223 1.111
H -0.4232 1.0272 2.3570 0.249 -2.281 -1.359
H 1.4914 2.1219 -1.1957 -2.379 -2.020 0.878
```
Forces are in eV/Å.

## Properties
Lowest unoccupied orbital energy (eV): 1.04
Charge: 0
HOMO-LUMO gap (hartree): 0.3111
ΔE to the lowest compared entry with this formula, charge and spin (eV): 9.778
HOMO level (Ha): -0.2731
Strongest force on any atom (eV/Å): 6.87

---

Entry 4:
Here is the molecule C4H9NO from OMol25. Energies are from ωB97M-V/def2-TZVPD.

Geometry as XYZ:
```
15
Properties=species:S:1:pos:R:3:forces:R:3
O -0.9071 -0.4672 1.6257 -0.283 0.021 -0.061
N -1.1006 0.7193 -0.8360 -0.023 0.277 -0.075
C 0.8088 0.0367 -1.1191 0.457 -0.098 0.376
C 0.1824 0.9196 -0.0907 0.161 -0.013 -0.051
C 0.0308 0.5555 1.3970 0.261 0.143 -0.027
C 0.7967 -1.4076 -0.7297 -0.035 0.021 -0.057
H -1.6396 -0.2793 1.0179 0.050 -0.098 0.098
H -0.2357 1.4621 1.9661 0.026 -0.134 -0.156
H -0.8902 0.0433 -1.5893 -0.571 -0.255 -0.027
H 0.9969 0.2087 1.7841 -0.117 0.047 -0.052
H 0.7105 -2.0875 -1.5840 0.096 0.165 0.115
H 1.8478 -1.4855 -0.3964 -0.016 -0.031 -0.026
H 0.1681 -1.7371 0.1070 0.082 0.121 -0.152
H 0.5189 1.9605 -0.1749 -0.078 -0.229 -0.005
H -1.2879 1.5583 -1.3777 -0.009 0.062 0.098
```
Forces are in eV/Å.

## Properties
Lowest unoccupied orbital energy (eV): 0.62
Charge: 0
HOMO-LUMO gap (hartree): 0.3269
ΔE to the lowest compared entry with this formula, charge and spin (eV): 4.879
HOMO level (Ha): -0.3040
Strongest force on any atom (eV/Å): 0.63